A cluster of 2 separate species, C6H14NO2P in total at a distorted geometry, computed with wB97M-V/def2-TZVPD.

XYZ file:
```
24
Properties=species:S:1:pos:R:3:forces:R:3
C -0.934 0.847 2.325 0.5 -0.2 1.4
C -1.450 -0.555 1.992 1.8 -0.7 0.0
C -0.527 1.360 0.964 -0.4 3.9 -0.2
C -1.574 -0.493 0.504 0.7 0.2 -0.4
C -2.134 -1.639 -0.224 -1.4 -1.0 -1.4
C 3.138 0.127 -1.016 2.9 0.1 -2.3
N -1.070 0.535 -0.075 0.2 -1.6 0.4
O 1.366 -0.854 -2.720 -0.9 -0.9 -2.3
O 1.200 1.641 -2.260 1.1 -0.6 -0.6
P 2.350 0.488 -2.743 -0.9 1.0 2.8
H -1.641 1.545 2.784 -0.3 -0.5 -0.1
H -0.079 0.827 3.038 -0.5 -0.1 -0.5
H -0.609 -1.319 2.179 -1.2 0.8 0.0
H -2.350 -0.945 2.431 -0.3 0.1 0.5
H -1.031 2.375 0.803 0.8 -1.0 0.2
H 0.551 1.622 0.906 -0.4 -0.7 -0.4
H -3.280 -1.567 -0.196 1.5 -0.4 0.1
H -1.789 -2.672 0.136 -0.5 1.6 -0.3
H -1.855 -1.514 -1.292 -0.2 -0.3 0.6
H 3.806 -0.723 -1.133 -0.2 -0.4 -0.1
H 3.835 0.895 -0.688 -0.6 0.5 0.0
H 2.415 -0.120 -0.313 -1.7 -0.2 1.0
H 0.419 1.400 -1.731 -0.3 -0.7 -0.4
H 1.242 -1.260 -3.671 0.4 1.0 2.3
```
Positions in Å, forces in eV/Å.

HOMO (spin up / spin down) = -4.12 / -9.87 eV
Expectation value of S² = 2.003
E_LUMO (spin up / spin down) = 0.770 / -2.571 eV
Energy relative to the best compared isomer or geometry (same formula, charge and spin) = 1.121 eV
HOMO-LUMO gap (spin up / spin down) = 4.89 / 7.30 eV
Spin multiplicity = 3

***

A structure of composition C27H41NP2Pt at a distorted geometry, computed with wB97M-V/def2-TZVPD.

XYZ file:
```
72
Properties=species:S:1:pos:R:3:forces:R:3
P -3.066 0.864 0.450 2.3 -0.4 2.5
P 2.169 -0.819 -0.713 -1.2 3.5 -1.6
C 0.131 1.739 -1.469 -0.7 3.1 0.8
C 1.141 0.782 -1.597 0.9 -3.5 -1.8
H 0.570 2.149 0.702 1.8 0.2 0.5
H -0.879 1.550 -1.741 -0.4 0.0 -0.9
H 0.809 0.200 -2.526 1.0 0.5 1.0
H 2.092 1.278 -1.717 0.2 0.1 -0.5
C 3.141 0.085 0.534 0.0 -0.8 0.4
H 3.988 -0.512 0.869 -0.1 -0.1 0.1
H 2.454 0.260 1.385 0.6 0.3 -0.4
H 3.575 0.972 0.067 -0.4 0.1 0.2
C 3.053 -0.807 -2.301 0.7 -0.9 -0.2
H 3.534 0.167 -2.484 -0.5 -0.4 0.0
H 2.264 -1.059 -3.033 0.7 0.4 0.1
H 3.845 -1.550 -2.404 -0.1 -0.1 0.2
C -3.466 1.604 2.100 -0.3 -0.5 1.2
H -4.065 0.937 2.718 -0.6 0.0 -0.2
H -3.907 2.622 2.132 0.3 -0.7 -0.3
H -2.480 1.606 2.667 -1.3 0.1 -0.7
C -4.066 1.268 -0.978 -0.2 -0.7 -0.5
H -3.435 1.164 -1.860 0.2 -0.1 -0.1
H -4.571 2.215 -1.080 0.1 0.4 0.6
H -4.840 0.528 -1.060 -0.5 -0.6 -0.1
Pt -0.976 1.576 0.704 0.1 -1.6 -2.6
C 0.745 3.186 -1.245 0.6 -2.3 -1.1
C 1.184 2.972 0.226 1.2 1.9 0.8
C 1.018 4.173 1.180 0.9 0.2 0.7
C -0.397 4.652 1.317 -0.1 0.4 0.3
C -1.305 3.539 0.965 -3.0 1.9 1.3
C -1.987 3.426 -0.259 -1.6 1.7 1.7
C -1.599 4.195 -1.463 0.3 -0.3 0.1
C -0.101 4.363 -1.671 -0.7 0.7 -1.5
C -2.898 -0.982 0.719 -3.2 2.3 0.3
H 1.603 3.226 -2.002 -0.5 -0.1 1.6
H 2.152 2.464 0.414 -0.3 0.8 -0.7
H 1.608 5.055 0.981 0.8 -0.2 -0.5
H 1.318 3.835 2.176 0.3 -0.1 -0.1
H -0.648 4.877 2.363 0.5 0.0 -0.1
H -0.675 5.600 0.828 0.4 -0.6 -0.5
H -1.754 3.215 1.932 -0.7 0.8 -1.0
H -3.104 3.414 -0.199 1.0 -0.9 0.1
H -2.053 5.177 -1.353 -0.3 0.2 -0.1
H -2.067 3.736 -2.344 0.1 0.1 0.1
H -0.043 4.438 -2.768 0.4 -0.4 0.2
H 0.245 5.389 -1.462 0.2 -0.6 0.9
H -2.469 -1.473 -0.098 0.6 -0.6 -1.2
H -4.001 -0.980 0.688 0.0 -2.0 0.2
H -2.537 -1.341 1.672 0.2 0.5 0.2
C 3.645 -4.067 -1.657 0.1 -0.6 -0.7
C 3.779 -3.571 -0.372 0.1 0.8 0.4
C 2.750 -2.872 0.248 -0.7 -2.6 0.8
C 1.430 -2.844 -0.378 -0.2 0.0 -0.9
C 1.326 -3.383 -1.722 0.0 0.0 0.6
C 2.407 -4.000 -2.316 -0.2 0.3 0.2
N 0.294 -2.575 0.407 0.9 0.8 0.8
C -0.347 -3.552 1.073 -0.8 -1.3 -0.2
C -0.755 -4.790 0.484 0.8 -0.4 0.3
C -1.058 -5.887 1.286 -0.1 -0.1 -0.3
C -1.121 -5.759 2.678 0.1 0.2 0.3
C -0.926 -4.491 3.249 0.0 0.2 0.1
C -0.610 -3.397 2.464 0.1 0.2 -0.3
H 4.492 -4.546 -2.157 -0.3 0.1 0.3
H 4.721 -3.689 0.153 -0.1 0.1 0.0
H 2.761 -2.684 1.325 0.2 0.3 -0.4
H 0.361 -3.288 -2.205 0.1 -0.2 -0.1
H 2.287 -4.451 -3.294 0.1 0.1 0.0
H -0.744 -4.861 -0.600 0.1 -0.2 0.2
H -1.198 -6.881 0.847 -0.2 0.5 0.0
H -1.323 -6.627 3.331 0.1 0.6 -0.5
H -0.970 -4.360 4.329 -0.1 -0.1 -0.3
H -0.446 -2.402 2.864 0.1 -0.2 0.3
```
Positions in Å, forces in eV/Å.

HOMO (spin up / spin down) = -11.20 / -14.17 eV
Net charge = +2
Expectation value of S² = 6.080
E_LUMO (spin up / spin down) = -5.633 / -6.983 eV
Energy relative to the best compared isomer or geometry (same formula, charge and spin) = 4.361 eV
HOMO-LUMO gap (spin up / spin down) = 5.57 / 7.19 eV
Spin multiplicity = 5

***

A structure of composition C23H67NO11S10 at a distorted geometry, computed with wB97M-V/def2-TZVPD.

XYZ file:
```
112
Properties=species:S:1:pos:R:3:forces:R:3
C -27.411 -5.827 -2.175 -2.1 0.2 -0.1
C -28.044 -7.182 -1.883 2.6 0.5 2.4
O -27.456 -7.871 -1.049 0.0 -0.5 -0.1
N -29.173 -7.617 -2.412 -1.2 0.2 -1.2
C -30.013 -6.875 -3.335 0.1 -0.2 0.2
H -26.600 -5.536 -1.507 -0.6 -0.7 0.5
H -28.188 -5.066 -2.104 -0.1 0.3 -0.2
H -26.914 -5.785 -3.144 -2.7 0.4 1.2
H -29.505 -8.502 -2.058 0.1 0.3 0.0
H -30.603 -6.129 -2.802 -0.3 0.0 -0.2
H -30.624 -7.612 -3.855 -0.3 0.3 0.0
H -29.409 -6.383 -4.098 -0.2 0.1 0.4
C -30.739 -7.725 -10.176 0.8 0.6 -1.1
S -29.069 -6.939 -9.982 -1.8 -2.7 0.0
O -29.358 -5.531 -9.519 0.3 -0.8 -1.4
C -28.615 -8.081 -8.557 -3.7 -2.3 -5.5
H -31.353 -7.439 -9.322 0.1 -0.5 0.0
H -30.571 -8.782 -10.379 -0.1 0.0 0.7
H -31.186 -7.355 -11.098 -0.1 0.4 0.1
H -28.617 -9.135 -8.833 -1.3 -0.3 -0.8
H -29.271 -7.800 -7.733 -0.6 -1.1 -0.9
H -27.568 -8.004 -8.263 -2.9 -2.5 -4.2
C -27.998 -11.001 -2.243 0.0 0.6 0.3
S -26.794 -11.339 -3.590 -1.8 0.6 -0.4
O -27.594 -11.516 -4.887 0.9 0.4 1.1
C -26.144 -9.633 -3.646 -0.4 -4.2 2.6
H -28.694 -11.787 -1.953 0.7 -0.6 -0.2
H -28.663 -10.154 -2.412 0.3 0.1 -0.8
H -27.382 -10.640 -1.419 0.0 -0.4 0.3
H -25.282 -9.642 -4.313 -1.0 -1.0 0.5
H -25.729 -9.260 -2.709 -0.1 -0.5 0.3
H -26.853 -8.882 -3.993 -1.4 -3.7 4.2
C -25.989 -7.645 -8.102 5.3 -0.2 -3.4
S -24.274 -7.136 -8.574 1.1 -4.6 -2.0
O -23.373 -8.370 -8.266 -1.2 2.2 -2.4
C -24.309 -7.067 -10.429 -0.9 -0.4 -0.3
H -26.223 -8.699 -8.253 0.8 0.4 -0.3
H -26.718 -7.107 -8.709 2.3 0.7 -1.1
H -26.147 -7.324 -7.073 3.2 -1.3 -1.8
H -23.345 -6.807 -10.866 0.1 0.0 0.4
H -25.067 -6.346 -10.734 0.7 -0.5 -0.3
H -24.671 -7.990 -10.883 0.4 -0.4 0.4
C -27.579 -5.036 -5.622 0.5 -4.5 0.2
S -27.971 -6.873 -5.853 2.5 0.2 3.9
O -27.585 -7.339 -7.250 -4.4 6.0 13.5
C -26.525 -7.553 -4.812 -2.8 0.7 -3.1
H -28.261 -4.427 -6.216 1.2 -1.4 -0.3
H -26.557 -4.811 -5.925 -2.8 -2.4 2.1
H -27.891 -4.697 -4.634 0.1 -1.2 0.3
H -25.607 -7.389 -5.375 -2.1 1.3 1.2
H -26.554 -8.643 -4.836 -0.5 2.7 -4.0
H -26.512 -7.242 -3.767 -1.3 -1.8 -1.3
C -30.183 -5.799 -7.179 -0.2 0.7 1.3
S -30.472 -4.045 -6.621 1.5 0.8 -1.6
O -29.277 -3.713 -5.714 -6.0 3.0 -0.1
C -29.896 -3.196 -8.248 -1.0 -0.3 0.5
H -29.985 -6.382 -6.280 -1.1 0.3 0.2
H -29.277 -5.897 -7.778 -1.1 0.5 0.6
H -31.074 -6.163 -7.689 0.2 0.2 0.0
H -30.320 -2.198 -8.354 -0.1 0.0 0.5
H -30.202 -3.785 -9.113 0.0 0.1 0.3
H -28.808 -3.128 -8.214 -0.1 -0.2 0.2
C -26.192 -3.108 -5.619 -0.2 2.3 0.5
S -26.490 -1.658 -6.689 1.6 1.3 2.8
O -26.910 -0.638 -5.648 -0.1 -0.5 -1.3
C -24.658 -1.405 -6.964 -0.1 0.1 -0.2
H -25.653 -3.919 -6.110 -0.6 2.4 -0.2
H -27.119 -3.513 -5.214 0.4 2.4 -0.5
H -25.644 -2.915 -4.696 0.6 1.1 -0.4
H -24.425 -2.077 -7.790 0.3 0.5 0.6
H -24.098 -1.563 -6.043 -0.3 -0.6 0.1
H -24.316 -0.408 -7.242 -0.9 0.3 -0.3
C -23.211 -6.512 -2.167 -0.1 -0.7 0.0
S -24.327 -5.073 -2.082 1.4 1.0 -0.5
O -23.429 -3.851 -2.285 -1.3 -1.4 -0.2
C -25.320 -5.433 -3.637 2.9 0.5 0.7
H -22.842 -6.857 -1.201 -0.3 0.6 0.3
H -22.338 -6.343 -2.798 -0.1 0.5 0.2
H -23.741 -7.358 -2.603 -0.1 0.1 0.1
H -24.620 -5.596 -4.456 -0.8 0.0 2.5
H -25.981 -4.605 -3.892 0.6 -0.1 0.5
H -25.875 -6.367 -3.555 2.9 2.0 0.4
C -22.390 -8.664 -6.041 0.3 -0.8 0.7
S -24.155 -8.122 -5.680 4.5 -5.7 -1.1
O -24.179 -8.452 -4.207 1.5 1.3 -0.4
C -24.933 -9.523 -6.597 0.1 -1.8 0.0
H -22.197 -8.609 -7.113 0.3 -0.1 0.8
H -22.260 -9.674 -5.651 -0.3 -0.1 0.0
H -21.703 -8.024 -5.489 -0.2 -0.3 0.2
H -24.449 -10.482 -6.413 0.2 0.0 0.8
H -24.779 -9.454 -7.674 0.2 0.2 0.9
H -25.997 -9.677 -6.416 0.1 0.2 0.3
C -23.623 -4.489 -7.679 6.5 -5.1 7.7
S -24.281 -5.018 -6.025 5.5 -0.2 -3.1
O -25.407 -6.045 -6.288 6.1 2.3 1.9
C -22.865 -5.971 -5.382 0.6 -0.1 -0.7
H -23.424 -5.398 -8.247 0.6 1.1 0.5
H -22.680 -3.976 -7.491 0.1 0.1 0.4
H -24.316 -3.809 -8.173 2.7 -0.1 4.3
H -23.148 -6.487 -4.465 0.4 0.3 -0.3
H -21.966 -5.378 -5.213 -0.4 0.7 0.0
H -22.594 -6.729 -6.117 0.2 1.4 0.0
C -26.775 -4.838 -10.581 1.2 1.4 -0.9
S -25.547 -4.895 -9.187 -4.4 1.3 0.1
O -24.870 -3.530 -8.909 -9.7 5.3 -11.8
C -26.798 -5.028 -7.846 -0.8 1.8 -3.8
H -27.587 -5.565 -10.592 0.9 0.2 0.6
H -26.215 -4.962 -11.508 0.2 0.0 -0.1
H -27.226 -3.848 -10.638 0.0 0.0 0.3
H -26.996 -4.053 -7.400 0.3 0.0 -1.5
H -26.257 -5.650 -7.133 -1.2 0.9 -1.8
H -27.730 -5.468 -8.202 0.7 0.7 -0.3
```
Positions in Å, forces in eV/Å.

HOMO = -7.80 eV
E_LUMO = -0.048 eV
Energy relative to the best compared isomer or geometry (same formula, charge and spin) = 37.261 eV
HOMO-LUMO gap = 7.75 eV